{"formula": "C4H8N2O", "method": "ωB97M-V/def2-TZVPD", "total_charge": 0, "e_homo_ev": -9.3, "orbital_gap_ev": 10.32, "de_lowest_kj_mol": 497.8, "species": ["C", "C", "C", "C", "N", "N", "O", "H", "H", "H", "H", "H", "H", "H", "H"], "xyz": [[-1.0682, -1.3280, 2.0942], [-0.9791, -0.5733, 1.0103], [-2.0501, -0.4489, -0.0950], [2.4570, 1.3234, -1.6640], [0.4753, -0.1336, 0.8957], [0.7104, 0.4262, -0.1822], [2.0355, 0.8184, -0.3316], [-0.2700, -1.4013, 2.7198], [-1.9766, -1.7556, 2.3470], [-2.5592, 0.4655, 0.0146], [-1.5345, -0.4519, -0.9485], [-2.7387, -1.2633, -0.0928], [3.4178, 1.5387, -1.5211], [1.9317, 2.1713, -1.8139], [2.1486, 0.6126, -2.4325]], "atomic_forces_ev_per_a": [[-1.2419, 1.2809, -1.7574], [1.6292, -0.6456, -0.3479], [0.7404, -0.0577, 3.8212], [-4.3451, -3.5997, 1.4826], [-0.8374, 0.9079, -1.6244], [-0.5419, -0.0367, -0.6912], [0.5063, -0.5365, 0.7869], [2.0869, -0.3180, 1.6857], [-1.5878, -0.9623, 0.5074], [-0.7417, 1.1938, -0.0089], [1.7507, 0.1119, -3.7087], [-0.3968, -0.5972, 0.3373], [3.9824, 0.3566, 0.1831], [-1.6820, 3.0215, -0.6930], [0.6786, -0.1191, 0.0273]], "nbo_charge": [-0.37, 0.14, -0.65, -0.23, -0.20, 0.07, -0.40, 0.21, 0.19, 0.22, 0.22, 0.22, 0.20, 0.18, 0.19]}